1.
The following is a DFT calculation (ωB97M-V/def2-TZVPD) of 2 unconnected molecules or ions with the total composition C6H9N.

The HOMO energy is -8.1 eV. The energy is -288.5942 Ha. The value obtained for the frontier orbital gap is 8.79 eV. The value obtained for the maximum force is 0.35 eV/Å. The SMILES is C=C=C=CN1CC1.[H][H]. The calculation puts the energy above the lowest of the compared OMol25 structures with the same formula, charge and spin at 117.8 kcal/mol.

```
! wB97M-V def2-TZVPD RIJCOSX def2/J DEFGRID3
* xyz 0 1
N -1.388 -0.583 0.097
C -1.775 0.675 0.685
C 1.908 0.465 -0.519
C 3.112 0.814 -0.130
C -2.694 -0.053 -0.233
C 0.750 0.034 -0.805
C -0.391 -0.621 -0.881
H -3.538 -0.610 0.161
H 3.995 0.563 -0.705
H -1.287 1.567 0.296
H -0.583 -1.309 -1.697
H -2.840 0.364 -1.228
H 3.242 1.327 0.816
H 1.371 -1.780 1.164
H -1.950 0.673 1.758
H 2.069 -1.527 1.223
*
```



2.
The following is a DFT calculation (ωB97M-V/def2-TZVPD) of C6H9N in the gas phase.

The HOMO energy is -7.7 eV. The energy is -288.7784 Ha. The value obtained for the frontier orbital gap is 8.79 eV. The value obtained for the maximum force is 0.27 eV/Å. The SMILES is Cc1cc[nH]c1C. The calculation puts the energy above the lowest of the compared OMol25 structures with the same formula, charge and spin at 2.3 kcal/mol.

```
! wB97M-V def2-TZVPD RIJCOSX def2/J DEFGRID3
* xyz 0 1
N -0.729 -0.730 1.360
C -1.658 -1.277 0.513
C -1.370 -0.842 -0.756
C 0.143 0.053 0.646
C -0.221 -0.003 -0.679
C 1.323 0.734 1.251
C 0.506 0.682 -1.802
H 1.291 0.736 2.346
H 0.234 1.743 -1.881
H -0.672 -0.891 2.353
H 1.398 1.773 0.913
H -1.913 -1.101 -1.657
H -2.435 -1.931 0.883
H 1.595 0.641 -1.659
H 2.226 0.201 0.936
H 0.281 0.213 -2.766
*
```



3.
The following is a DFT calculation (ωB97M-V/def2-TZVPD) of C6H9N in the gas phase.

The HOMO energy is -8.5 eV. The energy is -288.6776 Ha. The value obtained for the frontier orbital gap is 9.65 eV. The value obtained for the maximum force is 0.72 eV/Å. The SMILES is CN1[C@@H]2C=CC[C@@H]21. The calculation puts the energy above the lowest of the compared OMol25 structures with the same formula, charge and spin at 65.5 kcal/mol.

```
! wB97M-V def2-TZVPD RIJCOSX def2/J DEFGRID3
* xyz 0 1
N -0.108 0.656 -0.622
C 1.035 -0.287 -0.599
C -0.483 -1.898 0.210
C -0.353 2.095 -0.724
C 0.403 0.228 0.640
C -0.489 -0.807 1.274
C 0.474 -1.695 -0.708
H 0.918 1.012 1.194
H 0.754 -2.408 -1.479
H -1.274 -2.647 0.144
H 0.272 2.627 -1.444
H -0.087 -1.192 2.219
H -0.280 2.536 0.285
H -1.458 -0.333 1.474
H 2.086 -0.086 -0.833
H -1.411 2.199 -1.031
*
```



4.
The following is a DFT calculation (ωB97M-V/def2-TZVPD) of C6H9N in the gas phase at a distorted geometry.

The HOMO energy is -7.7 eV. The energy is -288.7580 Ha. The value obtained for the frontier orbital gap is 8.73 eV. The value obtained for the maximum force is 1.86 eV/Å. The SMILES is Cc1cc[nH]c1C. The calculation puts the energy above the lowest of the compared OMol25 structures with the same formula, charge and spin at 15.1 kcal/mol.

```
! wB97M-V def2-TZVPD RIJCOSX def2/J DEFGRID3
* xyz 0 1
N 1.167 1.210 -0.203
C 0.105 -0.729 0.082
C -1.295 1.452 -0.164
C 1.505 -1.005 0.036
C -0.994 -1.732 0.345
C 2.170 0.268 -0.162
C -0.061 0.632 -0.085
H -2.158 0.790 -0.241
H 1.751 -2.095 -0.051
H 3.161 0.790 -0.230
H -1.921 -1.389 -0.122
H 1.279 2.220 -0.251
H -0.805 -2.739 -0.054
H -1.297 2.102 -1.047
H -1.433 2.077 0.723
H -1.175 -1.852 1.424
*
```



5.
The following is a DFT calculation (ωB97M-V/def2-TZVPD) of C6H9N in the gas phase at a distorted geometry.

The HOMO energy is -8.6 eV. The energy is -288.6366 Ha. The value obtained for the frontier orbital gap is 9.66 eV. The value obtained for the maximum force is 1.05 eV/Å. The SMILES is C[C@]12C[C@H]1[C@H]1N[C@H]12. The calculation puts the energy above the lowest of the compared OMol25 structures with the same formula, charge and spin at 91.3 kcal/mol.

```
! wB97M-V def2-TZVPD RIJCOSX def2/J DEFGRID3
* xyz 0 1
N 1.038 1.682 0.761
C -0.166 -0.088 -0.464
C -1.393 -0.568 -1.222
C -0.235 1.307 0.206
C 1.247 -0.774 -0.307
C 0.243 0.692 1.470
C 0.276 -0.725 0.814
H 1.358 -1.660 -0.920
H -2.163 -0.901 -0.509
H -1.862 0.229 -1.814
H -1.186 -1.406 -1.888
H 1.771 1.253 0.204
H -0.971 2.078 -0.026
H -0.160 -1.601 1.276
H -0.050 0.879 2.494
H 2.254 -0.396 -0.074
*
```



6.
The following is a DFT calculation (ωB97M-V/def2-TZVPD) of C6H9N in the gas phase.

The HOMO energy is -7.6 eV. The energy is -288.7649 Ha. The value obtained for the frontier orbital gap is 8.64 eV. The value obtained for the maximum force is 0.31 eV/Å. The SMILES is Cc1ccc(C)[nH]1. The calculation puts the energy above the lowest of the compared OMol25 structures with the same formula, charge and spin at 10.8 kcal/mol.

```
! wB97M-V def2-TZVPD RIJCOSX def2/J DEFGRID3
* xyz 0 1
N -0.073 -0.788 0.024
C 2.366 -0.558 -0.443
C -1.102 0.093 0.243
C 0.857 1.046 0.827
C -0.547 1.246 0.743
C 1.134 -0.198 0.326
C -2.481 -0.208 -0.240
H 1.620 1.771 1.079
H 2.468 0.214 -1.213
H -3.029 0.731 -0.349
H -0.202 -1.762 -0.200
H -2.434 -0.676 -1.232
H 3.291 -0.572 0.137
H -1.067 2.179 0.900
H 2.245 -1.500 -0.982
H -3.056 -0.868 0.419
*
```